DFT (wB97M-V/def2-TZVPD) results for C33H47BaN2O6PSi as an isolated structure at a distorted geometry.

Geometry as XYZ:
```
91
Properties=species:S:1:pos:R:3:forces:R:3
Ba -1.26361 -1.07612 1.22456 3.6 2.5 -0.9
O -6.46241 -4.66661 2.13015 -0.3 -0.3 0.1
C -5.42440 -3.87854 1.75276 0.2 0.1 -0.1
C -4.36368 -4.38330 1.00183 -0.3 0.1 0.1
C -3.34049 -3.51968 0.68126 0.1 0.7 0.2
N -3.36519 -2.23356 1.06351 -2.1 -1.4 0.0
C -4.39828 -1.75322 1.77776 0.6 -0.1 -0.3
C -5.45535 -2.54944 2.15328 -0.1 -0.1 0.0
C -4.27326 -0.27930 2.21259 0.8 0.2 -0.2
O -5.25976 0.23523 2.72619 0.1 0.1 0.0
O -3.09755 0.21126 1.98619 -2.5 0.3 0.7
C -2.07100 -3.97912 -0.06457 0.5 0.6 0.3
O -2.14363 -5.03803 -0.68306 0.2 0.1 0.0
O -1.07444 -3.17089 0.08978 -1.0 -2.2 -0.9
H -6.29235 -5.55472 1.80556 0.0 -0.1 0.0
H -4.30872 -5.41399 0.67215 0.0 0.0 0.0
H -6.26033 -2.13838 2.74908 0.0 -0.1 -0.1
C 4.75688 -0.09160 1.68468 0.1 0.0 0.1
C 3.25631 -0.38162 1.76648 0.0 0.3 0.2
C 2.61124 0.65670 2.70719 0.1 0.1 0.0
P 2.16806 -0.46038 0.25877 -0.2 0.2 -0.2
C 2.66310 -2.02268 -0.61118 0.0 -0.1 -0.2
C 4.13595 -2.23877 -0.95875 0.1 0.0 -0.1
C 1.79585 -2.12721 -1.87609 0.0 0.0 0.0
C 2.68901 0.88598 -0.85764 -0.3 0.4 -0.2
C 4.03726 1.16357 -1.12899 0.0 -0.2 0.0
C 4.49390 2.22632 -1.89763 0.1 -0.1 0.1
C 5.97171 2.48448 -2.10739 -0.1 -0.1 0.0
C 3.51224 3.07054 -2.41466 -0.3 0.1 0.0
C 2.16446 2.84732 -2.21132 0.5 0.0 0.1
C 1.66126 1.72832 -1.46142 0.0 0.0 0.1
N 0.33298 1.53236 -1.32200 0.6 -0.2 -0.2
C -0.49754 2.35589 -2.08271 -0.4 0.0 0.1
C -1.40584 3.22450 -1.42962 0.0 0.0 -0.1
C -1.41637 3.31748 0.08202 -0.1 0.0 -0.1
C -2.29708 4.00050 -2.17953 0.1 -0.1 0.3
C -2.33746 3.96559 -3.56425 0.0 0.0 0.0
C -3.28818 4.83850 -4.35046 0.0 -0.1 0.0
C -1.45193 3.10502 -4.20401 0.1 -0.2 0.0
C -0.54743 2.30710 -3.50559 -0.2 0.0 0.2
C 0.33811 1.35544 -4.25877 0.0 0.0 -0.1
H 5.20517 -0.22202 2.67974 -0.1 0.0 -0.1
H 4.93003 0.94638 1.38496 0.0 -0.1 0.0
H 5.29707 -0.74084 0.98947 -0.1 0.1 0.1
H 3.10844 -1.36967 2.21403 0.0 -0.1 0.0
H 2.60752 1.64646 2.22960 0.0 -0.1 0.1
H 3.17509 0.73913 3.64699 -0.1 0.0 -0.1
H 1.57987 0.39805 2.95487 0.0 -0.1 0.0
H 2.33944 -2.80634 0.08314 0.0 -0.1 0.0
H 4.53330 -1.39322 -1.53444 -0.1 -0.2 0.1
H 4.24660 -3.13957 -1.57895 0.0 0.1 0.1
H 4.75790 -2.37655 -0.06955 -0.1 0.0 -0.1
H 2.06883 -1.33446 -2.58395 0.0 -0.1 0.1
H 0.72870 -2.03428 -1.65046 0.2 0.0 0.0
H 1.94746 -3.09597 -2.36687 0.0 0.1 0.1
H 4.79065 0.49962 -0.71678 -0.1 0.1 0.0
H 6.55584 1.56902 -1.96194 -0.1 0.1 0.0
H 6.37348 3.23330 -1.41283 -0.1 0.0 0.0
H 6.17904 2.84786 -3.12029 0.0 0.0 0.1
H 3.81873 3.93489 -3.00118 0.0 0.0 0.0
H 1.43912 3.53292 -2.63502 0.2 0.0 0.0
H -0.48193 2.93727 0.49414 -0.1 0.0 0.0
H -2.24051 2.74389 0.52391 0.1 -0.1 -0.1
H -1.55192 4.35374 0.40322 0.0 0.0 0.0
H -2.98579 4.65667 -1.64659 0.1 -0.1 0.0
H -4.11737 5.17826 -3.72607 0.0 0.0 0.0
H -3.71200 4.29914 -5.20269 0.0 0.0 0.0
H -2.78928 5.72899 -4.74578 0.0 0.0 0.0
H -1.47903 3.02915 -5.29138 0.0 0.0 0.1
H 0.01230 1.27319 -5.30018 0.0 0.0 0.1
H 0.30985 0.36691 -3.79643 0.0 0.0 0.0
H 1.38632 1.67070 -4.24546 -0.1 0.0 0.0
C -2.34104 -1.58713 -2.89581 0.1 0.0 0.2
O -2.91621 -0.65653 -1.97994 0.3 -0.1 -0.1
H -1.34536 -1.91838 -2.58018 -0.1 0.0 0.0
H -2.26944 -1.17451 -3.90601 0.0 0.1 0.0
H -2.98952 -2.46297 -2.91915 0.0 0.0 0.0
H -2.32800 0.10963 -1.92691 -0.1 0.0 -0.1
C -2.19765 -2.03508 4.97372 -0.3 0.0 0.0
Si -0.55070 -1.29427 4.25497 0.1 -0.3 0.9
C 0.73142 -2.39123 5.18381 0.3 -0.2 0.2
C -0.43489 0.29934 5.32807 -0.1 0.4 0.1
H -2.18530 -2.08913 6.07934 0.0 0.0 -0.2
H -2.38648 -3.05184 4.58553 0.0 0.2 0.1
H -3.06325 -1.41135 4.68228 0.2 -0.2 0.1
H 0.58233 -2.36159 6.28301 0.1 0.0 -0.3
H 1.76286 -2.05671 4.97063 -0.3 -0.1 0.1
H 0.65518 -3.44280 4.85773 0.0 0.3 0.1
H -0.57957 0.07553 6.40359 0.1 0.1 -0.3
H -1.21218 1.02379 5.02359 0.2 -0.2 0.1
H 0.54278 0.79770 5.20842 -0.2 -0.1 0.1
```
Positions in Å, forces in eV/Å.

Values from the calculation:
- largest force on an atom (eV Å⁻¹) = 4.471
- Kohn-Sham gap (eV) = 5.18
- charge = -2
- E_HOMO (eV) = -1.18

***

DFT (wB97M-V/def2-TZVPD) results for the molecule C4H8O2.

Geometry as XYZ:
```
14
Properties=species:S:1:pos:R:3:forces:R:3
C -1.04814 0.93946 -1.44797 0.0 0.1 -0.3
O -0.80696 0.83242 -0.06150 0.0 0.0 0.0
C -0.23822 -0.39682 0.30147 0.0 -0.2 0.0
C 1.26483 -0.50956 -0.02320 0.0 0.0 -0.4
O 1.61534 -0.32191 1.35413 0.2 0.0 0.1
C 0.23757 -0.35981 1.75185 -0.3 0.0 0.2
H -1.05746 2.00849 -1.68870 -0.1 -0.3 0.0
H -0.25605 0.44857 -2.03885 -0.2 0.2 0.1
H -2.01703 0.49189 -1.72558 0.2 0.1 0.1
H -0.88603 -1.23776 0.01304 0.2 0.1 0.0
H 1.64283 0.29843 -0.66199 0.0 -0.1 0.1
H 1.61320 -1.47793 -0.40719 -0.1 0.1 0.1
H -0.07559 0.54037 2.29091 0.1 -0.1 -0.1
H 0.01172 -1.25585 2.34359 0.0 0.1 -0.1
```
Positions in Å, forces in eV/Å.

Values from the calculation:
- SMILES string = COC1COC1
- largest force on an atom (eV Å⁻¹) = 0.381
- Kohn-Sham gap (eV) = 10.86
- charge = 0
- E_HOMO (eV) = -9.83

***

DFT (wB97M-V/def2-TZVPD) results for C6H24BaO6 as an isolated structure at a distorted geometry.

Geometry as XYZ:
```
37
Properties=species:S:1:pos:R:3:forces:R:3
Ba -10.60164 37.37151 -4.22490 -0.4 -0.5 0.3
C -11.30032 39.78289 -6.81205 -0.8 0.8 0.1
O -11.24918 38.36173 -6.63032 0.2 0.0 -0.1
H -11.56629 40.24451 -5.85760 0.3 -0.1 0.1
H -10.38418 40.22347 -7.20005 0.2 -0.3 0.0
H -12.13023 40.07868 -7.45486 0.1 -0.2 -0.2
H -11.62772 37.92637 -7.40209 0.1 0.0 0.0
C -12.12746 37.46007 -0.95220 -0.1 0.7 0.0
O -12.38935 36.85097 -2.24819 -0.1 -0.1 1.1
H -12.32920 38.52832 -1.05864 0.1 0.0 0.2
H -12.78479 37.08044 -0.17194 -0.1 -0.1 -0.2
H -11.10439 37.29924 -0.61066 0.0 -0.1 -0.3
H -13.15366 36.29324 -2.06025 0.1 -0.2 -0.7
C -10.03924 33.59176 -3.72346 0.0 -0.2 -0.2
O -10.32981 34.84882 -3.08579 0.3 0.0 -0.2
H -9.86892 33.78677 -4.78270 -0.2 0.0 0.0
H -9.12251 33.12655 -3.35881 -0.1 0.1 0.3
H -10.88227 32.91353 -3.60036 0.1 -0.1 -0.1
H -10.40051 34.70623 -2.13559 0.0 0.0 0.0
C -10.02925 40.58368 -2.19780 0.1 0.1 -0.1
O -10.34943 40.06914 -3.52136 0.1 -0.2 0.3
H -9.10261 40.13082 -1.84190 0.1 0.2 -0.1
H -9.92852 41.66427 -2.26461 0.1 0.0 0.2
H -10.82154 40.35647 -1.48914 -0.2 -0.1 -0.3
H -9.91873 40.66496 -4.14453 -0.1 0.0 -0.1
C -7.50261 36.66691 -2.15475 0.8 -0.2 -0.1
O -8.80045 37.27426 -2.06853 -0.1 0.1 -0.1
H -7.50047 35.85081 -2.87697 -0.4 0.0 0.1
H -6.73938 37.36666 -2.50451 -0.2 0.2 0.2
H -7.19446 36.26813 -1.19006 -0.1 0.0 0.0
H -8.78183 37.84474 -1.29111 -0.1 0.0 -0.1
C -12.57612 34.77747 -6.32817 -0.3 -0.1 -0.5
O -12.79196 35.85106 -5.39844 0.6 0.1 0.2
H -12.99889 35.04692 -7.29899 -0.1 -0.2 0.1
H -11.51428 34.59705 -6.49457 0.1 0.3 0.3
H -13.01772 33.84589 -5.97665 -0.1 0.1 0.0
H -13.73766 36.02750 -5.36313 0.0 0.0 0.0
```
Positions in Å, forces in eV/Å.

Values from the calculation:
- largest force on an atom (eV Å⁻¹) = 1.154
- Kohn-Sham gap (eV) = 11.29
- charge = +2
- E_HOMO (eV) = -17.18

***

DFT (wB97M-V/def2-TZVPD) results for a 3-piece molecular cluster, C6H10O overall at a distorted geometry.

Geometry as XYZ:
```
17
Properties=species:S:1:pos:R:3:forces:R:3
C 1.81020 -0.79305 0.12209 -0.2 0.1 0.1
C 0.58895 -0.07436 0.00608 -0.1 -0.1 0.2
C -0.91070 0.34513 -1.42703 0.1 0.2 -0.1
C -1.60599 0.41330 -0.12121 -0.1 -0.2 0.0
C -0.68239 -0.76370 0.08416 0.0 -0.3 0.4
O -1.08567 1.45915 0.65881 -0.1 0.1 0.0
C 0.33262 1.25872 0.67961 0.2 0.0 -0.1
H 2.28480 -1.14050 -0.80699 -0.6 -0.8 0.6
H 0.83586 -1.90581 1.23727 -0.6 1.5 -0.1
H 2.56356 -0.31965 0.76241 -0.1 0.2 -0.3
H -0.38714 1.20587 -1.82824 0.0 0.0 0.2
H -1.27938 -0.35816 -2.17561 0.3 0.1 0.3
H -2.67978 0.28911 -0.01118 0.2 0.1 -0.1
H -0.89052 -1.72078 -0.37422 0.1 0.1 0.1
H -0.33317 -1.46109 1.61178 1.1 -0.7 -1.2
H 0.83202 2.07988 0.15095 0.0 -0.1 0.1
H 0.68669 1.24462 1.72084 -0.1 -0.1 -0.2
```
Positions in Å, forces in eV/Å.

Values from the calculation:
- largest force on an atom (eV Å⁻¹) = 1.824
- Kohn-Sham gap (eV) = 8.59
- charge = 0
- E_HOMO (eV) = -8.07

***

DFT (wB97M-V/def2-TZVPD) results for the molecule C6H13N at a distorted geometry.

Geometry as XYZ:
```
20
Properties=species:S:1:pos:R:3:forces:R:3
C -2.74090 -0.51502 -2.10722 0.8 -0.2 0.4
C -2.30574 -0.77592 -0.63056 -1.9 -0.1 -1.3
C -0.82591 -0.72767 -0.48917 -1.5 0.3 1.9
C -0.24772 -0.23747 0.62034 2.8 0.0 -2.9
N 1.20616 -0.23898 0.64301 -1.4 0.5 1.0
C 1.73277 1.00983 1.18483 0.1 -0.7 1.7
C 3.24022 0.77023 1.46377 -0.7 1.1 -0.7
H -3.79642 -0.29259 -2.18815 -0.2 0.0 0.0
H -2.50425 -1.38015 -2.72969 0.0 0.1 -0.1
H -2.17141 0.33747 -2.47776 -0.1 0.1 -0.2
H -2.91739 -0.03447 -0.08246 0.9 -0.3 0.5
H -2.71973 -1.77246 -0.37836 0.3 0.4 0.2
H -0.29727 -1.23427 -1.28262 0.5 0.0 0.1
H -0.68115 0.42963 1.35038 -0.4 -0.5 0.2
H 1.62484 -0.46271 -0.24736 -0.2 -0.1 -0.1
H 1.24084 1.06869 2.17681 0.1 0.4 -0.4
H 1.41962 1.90333 0.63183 0.5 0.0 -0.2
H 3.87772 1.65817 1.53537 -0.4 0.1 -0.1
H 3.31415 0.27776 2.42958 0.3 -0.6 -0.4
H 3.55159 0.21658 0.57742 0.7 -0.4 0.5
```
Positions in Å, forces in eV/Å.

Values from the calculation:
- SMILES string = CC/C=C/NCC
- largest force on an atom (eV Å⁻¹) = 4.013
- Kohn-Sham gap (eV) = 9.10
- charge = 0
- E_HOMO (eV) = -7.93

***

DFT (wB97M-V/def2-TZVPD) results for a 2-piece molecular cluster, CH4NO overall.

Geometry as XYZ:
```
7
Properties=species:S:1:pos:R:3:forces:R:3
N 0.88849 0.76606 0.55704 0.3 0.6 -0.5
C -0.29662 1.11703 0.28437 0.3 -0.8 0.4
O -0.02304 -1.61692 -0.60678 0.0 0.3 0.1
H -0.99547 0.32373 -0.00187 -0.2 0.3 -0.4
H 0.97000 -0.22012 0.24554 -0.3 -0.3 0.3
H 0.06564 -2.52587 -0.88641 0.1 -0.3 -0.1
H -0.60900 2.15610 0.40810 -0.1 0.1 0.1
```
Positions in Å, forces in eV/Å.

Values from the calculation:
- largest force on an atom (eV Å⁻¹) = 0.952
- Kohn-Sham gap (eV) = 7.46
- charge = -1
- E_HOMO (eV) = -2.67